{"formula": "C86H140F14N17O28PS14", "method": "ωB97M-V/def2-TZVPD", "symbols": ["C", "C", "C", "C", "N", "C", "C", "C", "C", "C", "C", "C", "H", "H", "H", "H", "H", "H", "H", "H", "H", "H", "H", "H", "H", "H", "H", "H", "H", "H", "H", "H", "H", "H", "H", "H", "C", "C", "C", "C", "N", "C", "C", "C", "C", "C", "C", "C", "H", "H", "H", "H", "H", "H", "H", "H", "H", "H", "H", "H", "H", "H", "H", "H", "H", "H", "H", "H", "H", "H", "H", "H", "C", "C", "C", "C", "P", "C", "C", "C", "C", "C", "C", "C", "C", "C", "C", "C", "C", "H", "H", "H", "H", "H", "H", "H", "H", "H", "H", "H", "H", "H", "H", "H", "H", "H", "H", "H", "H", "H", "H", "H", "H", "H", "H", "H", "H", "H", "H", "H", "H", "H", "H", "H", "H", "C", "N", "C", "C", "C", "C", "C", "C", "C", "C", "N", "C", "C", "C", "H", "H", "H", "H", "H", "H", "H", "H", "H", "H", "H", "H", "H", "H", "C", "N", "C", "C", "C", "C", "C", "C", "C", "C", "N", "C", "C", "C", "H", "H", "H", "H", "H", "H", "H", "H", "H", "H", "H", "H", "H", "H", "C", "N", "C", "C", "C", "C", "C", "C", "C", "C", "N", "C", "C", "C", "H", "H", "H", "H", "H", "H", "H", "H", "H", "H", "H", "H", "H", "H", "C", "N", "C", "C", "C", "C", "C", "C", "C", "C", "N", "C", "C", "C", "H", "H", "H", "H", "H", "H", "H", "H", "H", "H", "H", "H", "H", "H", "N", "S", "O", "O", "F", "S", "O", "O", "F", "N", "S", "O", "O", "F", "S", "O", "O", "F", "N", "S", "O", "O", "F", "S", "O", "O", "F", "N", "S", "O", "O", "F", "S", "O", "O", "F", "N", "S", "O", "O", "F", "S", "O", "O", "F", "N", "S", "O", "O", "F", "S", "O", "O", "F", "N", "S", "O", "O", "F", "S", "O", "O", "F"], "positions_angstrom": [[5.309, -1.378, -11.102], [5.751, -1.407, -9.686], [5.854, -0.053, -9.145], [4.436, 0.449, -8.781], [4.408, 1.957, -8.397], [2.976, 2.393, -8.098], [3.189, 3.583, -7.160], [4.366, 3.162, -6.221], [5.174, 2.181, -7.135], [4.924, 2.748, -9.572], [4.338, 2.411, -10.964], [5.368, 2.922, -11.967], [6.052, -0.908, -11.846], [4.289, -0.905, -11.327], [5.197, -2.423, -11.404], [6.769, -1.829, -9.634], [5.187, -2.170, -9.110], [6.267, 0.586, -9.891], [6.602, -0.015, -8.240], [4.207, -0.045, -7.819], [3.637, 0.297, -9.499], [2.317, 2.556, -8.921], [2.656, 1.472, -7.596], [3.525, 4.387, -7.763], [2.287, 3.878, -6.615], [4.885, 4.037, -5.961], [4.107, 2.651, -5.264], [6.146, 2.496, -7.355], [5.264, 1.219, -6.617], [5.996, 2.512, -9.640], [4.674, 3.773, -9.337], [3.265, 2.755, -11.128], [4.183, 1.306, -11.147], [5.315, 2.689, -13.032], [6.337, 2.494, -11.765], [5.430, 4.022, -12.008], [3.324, 3.601, 5.572], [3.317, 3.574, 4.004], [3.181, 4.945, 3.529], [1.743, 5.324, 3.467], [1.302, 6.694, 3.110], [1.777, 7.783, 4.060], [0.805, 8.869, 4.064], [-0.423, 8.319, 3.343], [-0.160, 6.792, 3.289], [1.751, 7.108, 1.621], [1.203, 6.226, 0.557], [1.773, 6.622, -0.812], [4.309, 3.953, 5.949], [3.217, 2.684, 6.152], [2.547, 4.282, 5.974], [2.490, 3.034, 3.656], [4.259, 3.134, 3.613], [3.618, 5.154, 2.555], [3.704, 5.629, 4.225], [1.248, 5.112, 4.385], [1.275, 4.702, 2.689], [2.820, 8.041, 3.667], [1.851, 7.257, 5.020], [1.155, 9.762, 3.607], [0.672, 9.050, 5.192], [-0.518, 8.601, 2.263], [-1.362, 8.442, 3.796], [-0.706, 6.253, 2.564], [-0.418, 6.395, 4.253], [2.856, 7.014, 1.696], [1.545, 8.150, 1.553], [0.164, 6.355, 0.555], [1.401, 5.134, 0.743], [2.857, 6.507, -0.813], [1.473, 7.625, -1.182], [1.337, 5.893, -1.479], [-4.666, 2.025, 8.598], [-4.363, 1.007, 9.655], [-5.579, 0.345, 10.226], [-6.622, 1.272, 10.784], [-8.150, 0.383, 11.362], [-9.299, 1.612, 12.112], [-8.624, 2.211, 13.340], [-9.569, 3.204, 13.989], [-9.913, 4.460, 13.220], [-7.644, -0.857, 12.608], [-8.937, -1.444, 13.219], [-8.734, -2.437, 14.339], [-7.957, -3.673, 13.921], [-8.962, -0.327, 9.899], [-9.038, 0.577, 8.629], [-10.111, 0.019, 7.678], [-9.491, -1.133, 6.717], [-5.162, 1.634, 7.705], [-3.762, 2.477, 8.172], [-5.377, 2.861, 8.903], [-3.903, 1.551, 10.498], [-3.707, 0.175, 9.303], [-5.242, -0.362, 10.952], [-6.007, -0.242, 9.363], [-6.979, 2.007, 10.083], [-6.302, 1.798, 11.640], [-10.319, 1.241, 12.133], [-9.235, 2.347, 11.282], [-7.668, 2.655, 12.957], [-8.414, 1.397, 14.000], [-9.144, 3.556, 14.895], [-10.483, 2.621, 14.207], [-9.009, 5.084, 13.118], [-10.684, 4.987, 13.738], [-10.190, 4.303, 12.181], [-7.015, -0.294, 13.284], [-7.056, -1.619, 12.167], [-9.382, -1.960, 12.394], [-9.673, -0.696, 13.404], [-9.732, -2.699, 14.715], [-8.299, -1.820, 15.091], [-6.987, -3.384, 13.452], [-8.494, -4.194, 13.097], [-7.768, -4.355, 14.753], [-9.981, -0.733, 10.214], [-8.418, -1.247, 9.679], [-8.012, 0.641, 8.217], [-9.160, 1.630, 9.042], [-10.644, 0.720, 7.058], [-10.920, -0.480, 8.271], [-10.146, -2.011, 6.870], [-8.426, -1.368, 6.985], [-9.649, -0.765, 5.749], [8.430, -4.907, -2.377], [8.417, -3.675, -1.537], [8.308, -2.463, -2.121], [8.525, -1.331, -1.408], [8.779, -1.375, -0.058], [8.898, -2.626, 0.523], [8.684, -3.788, -0.257], [8.906, -0.148, 0.681], [7.946, 0.160, 1.654], [7.951, 1.351, 2.303], [8.948, 2.225, 2.103], [9.915, 1.895, 1.289], [9.940, 0.764, 0.505], [8.895, 3.614, 2.738], [9.315, -5.521, -2.243], [8.433, -4.671, -3.409], [7.543, -5.510, -2.098], [8.189, -2.457, -3.159], [8.469, -0.343, -1.859], [9.089, -2.789, 1.576], [8.707, -4.880, 0.074], [7.158, -0.489, 1.864], [7.171, 1.625, 3.024], [10.780, 2.534, 1.221], [10.802, 0.609, -0.143], [8.597, 4.246, 1.929], [9.882, 3.773, 3.185], [8.081, 3.562, 3.383], [-1.542, -12.062, -8.339], [-1.306, -10.640, -8.442], [-1.794, -9.818, -7.454], [-1.440, -8.470, -7.296], [-0.481, -7.938, -8.246], [-0.154, -8.741, -9.373], [-0.607, -10.067, -9.430], [0.125, -6.608, -7.878], [-0.702, -5.516, -8.022], [-0.273, -4.383, -7.345], [0.815, -4.361, -6.654], [1.730, -5.419, -6.660], [1.439, -6.548, -7.358], [1.140, -3.271, -5.667], [-2.288, -12.287, -7.577], [-0.589, -12.504, -8.065], [-1.920, -12.401, -9.313], [-2.342, -10.346, -6.731], [-1.674, -7.950, -6.375], [0.484, -8.389, -10.179], [-0.280, -10.783, -10.187], [-1.626, -5.583, -8.559], [-0.904, -3.475, -7.212], [2.596, -5.367, -6.007], [2.150, -7.402, -7.278], [0.373, -2.569, -5.754], [2.125, -2.948, -5.971], [1.082, -3.767, -4.692], [3.494, 0.761, -2.815], [2.548, 0.132, -1.804], [2.256, 0.830, -0.712], [1.480, 0.284, 0.291], [0.900, -0.966, 0.075], [1.181, -1.637, -1.127], [2.037, -1.086, -2.053], [0.186, -1.708, 1.069], [0.153, -3.145, 1.038], [-0.486, -3.841, 1.970], [-1.125, -3.193, 2.961], [-1.060, -1.839, 3.095], [-0.460, -1.034, 2.067], [-1.798, -4.034, 3.908], [3.438, 1.811, -2.653], [3.185, 0.389, -3.840], [4.504, 0.486, -2.663], [2.702, 1.789, -0.575], [1.443, 0.816, 1.190], [0.811, -2.598, -1.459], [2.353, -1.612, -2.947], [0.835, -3.697, 0.397], [-0.681, -4.892, 1.931], [-1.490, -1.300, 3.993], [-0.495, 0.054, 2.101], [-2.651, -4.387, 3.362], [-1.994, -3.501, 4.815], [-1.164, -4.817, 4.157], [-1.824, 4.844, -4.969], [-2.610, 3.799, -4.224], [-2.324, 3.474, -2.935], [-2.964, 2.441, -2.332], [-3.957, 1.688, -3.046], [-4.214, 2.171, -4.352], [-3.551, 3.156, -4.901], [-4.649, 0.409, -2.583], [-3.948, -0.653, -1.975], [-4.662, -1.722, -1.416], [-6.009, -1.681, -1.394], [-6.677, -0.748, -2.057], [-6.028, 0.349, -2.563], [-6.687, -2.889, -0.772], [-1.765, 5.816, -4.369], [-2.430, 4.935, -5.861], [-0.831, 4.471, -5.211], [-1.658, 4.137, -2.475], [-2.756, 2.256, -1.252], [-5.088, 1.866, -4.918], [-3.726, 3.423, -5.954], [-2.897, -0.727, -1.679], [-4.175, -2.579, -0.889], [-7.775, -0.793, -1.944], [-6.608, 1.198, -2.957], [-6.241, -3.148, 0.172], [-6.561, -3.718, -1.481], [-7.757, -2.759, -0.657], [-3.364, -5.066, -3.417], [-2.756, -4.883, -4.892], [-2.779, -6.114, -5.608], [-1.616, -3.973, -5.073], [-3.950, -4.090, -5.496], [-2.295, -5.304, -2.145], [-2.958, -4.738, -0.996], [-0.903, -5.051, -2.383], [-2.465, -6.834, -2.069], [6.437, -3.165, -4.921], [5.151, -3.409, -4.047], [4.367, -4.543, -4.449], [4.476, -2.177, -3.739], [5.819, -3.807, -2.658], [6.566, -3.285, -6.445], [7.286, -2.141, -6.919], [5.373, -3.747, -7.086], [7.593, -4.509, -6.597], [5.492, 3.012, -1.040], [6.774, 2.640, -1.854], [8.129, 2.885, -1.276], [6.615, 2.818, -3.253], [6.596, 1.067, -1.817], [5.353, 3.539, 0.400], [3.978, 3.385, 0.690], [6.076, 4.740, 0.669], [5.966, 2.324, 1.300], [3.394, -3.382, 0.604], [3.837, -4.865, 0.371], [3.048, -5.819, 1.128], [5.220, -5.048, 0.151], [3.086, -4.961, -1.047], [4.477, -2.287, 0.821], [5.560, -2.679, 1.679], [3.797, -1.033, 1.025], [5.167, -2.133, -0.650], [-6.232, -1.112, 1.944], [-5.697, 0.195, 1.280], [-6.823, 0.687, 0.513], [-4.332, 0.150, 0.738], [-5.450, 1.339, 2.326], [-5.217, -2.132, 2.606], [-4.418, -1.484, 3.618], [-4.649, -3.013, 1.626], [-6.212, -2.991, 3.373], [-1.365, 3.583, 2.545], [-1.015, 3.438, 0.958], [0.365, 3.112, 0.625], [-1.720, 4.452, 0.173], [-1.729, 2.100, 0.634], [-0.766, 2.573, 3.624], [-0.962, 3.149, 4.903], [0.475, 2.003, 3.260], [-1.816, 1.425, 3.508], [-1.118, 1.607, -5.767], [-0.033, 0.945, -4.871], [0.175, 1.650, -3.661], [1.211, 0.577, -5.567], [-0.808, -0.398, -4.491], [-1.515, 0.921, -7.150], [-2.830, 1.337, -7.507], [-1.174, -0.452, -7.221], [-0.581, 1.601, -8.237]], "lowdin_charge": [-0.1189, -0.3117, -0.1981, -0.0830, -0.2203, -0.0804, -0.1172, -0.0861, -0.0730, -0.1161, -0.2103, -0.0985, 0.1144, 0.0869, 0.0748, 0.1265, 0.1112, 0.0888, 0.1520, 0.1374, 0.1214, 0.1257, 0.1167, 0.0934, 0.1212, 0.0942, 0.1136, 0.1190, 0.1331, 0.1239, 0.1315, 0.1333, 0.0932, 0.0847, 0.0687, 0.0921, -0.0710, -0.2293, -0.2205, -0.1463, -0.1918, -0.1251, -0.1520, -0.1081, -0.1089, -0.0618, -0.2389, -0.0597, 0.0796, 0.0681, 0.0759, 0.0624, 0.1147, 0.0960, 0.1303, 0.1175, 0.1142, 0.1636, 0.1424, 0.1104, 0.1590, 0.1312, 0.1039, 0.1038, 0.1388, 0.1382, 0.1211, 0.0796, 0.1024, 0.0796, 0.0946, 0.0658, -0.1175, -0.2746, -0.2760, -0.2529, 1.0383, -0.2642, -0.2448, -0.2571, -0.0944, -0.2440, -0.2600, -0.2536, -0.0895, -0.2856, -0.2417, -0.2136, -0.0657, 0.0727, 0.0775, 0.0935, 0.1219, 0.1311, 0.1010, 0.1287, 0.0801, 0.0769, 0.1116, 0.0913, 0.1224, 0.0910, 0.1014, 0.1252, 0.0888, 0.0740, 0.0638, 0.1010, 0.0749, 0.0965, 0.0918, 0.1233, 0.1023, 0.0724, 0.0907, 0.0815, 0.1210, 0.0930, 0.0987, 0.1107, 0.0939, 0.1029, 0.0730, 0.0796, 0.0385, 0.0393, -0.0631, 0.0171, 0.0522, -0.1539, 0.0813, 0.0240, -0.1232, 0.0656, -0.0222, -0.0439, -0.0276, 0.0654, 0.1022, 0.1111, 0.0794, 0.1194, 0.1153, 0.1340, 0.1414, 0.1880, 0.1112, 0.1547, 0.1573, 0.1514, 0.0963, 0.1219, 0.0748, 0.0295, -0.1033, 0.0436, 0.0922, -0.0903, 0.0647, 0.0099, -0.1461, 0.0567, -0.0313, -0.0471, 0.0435, 0.0534, 0.0643, 0.1115, 0.1200, 0.1235, 0.1272, 0.1095, 0.1367, 0.1577, 0.1448, 0.1595, 0.1326, 0.1564, 0.0533, 0.1076, 0.1187, 0.0464, -0.0194, 0.0051, 0.0435, -0.1266, 0.0476, 0.0026, -0.1125, 0.0549, -0.0010, -0.0777, 0.0777, 0.0757, 0.0254, 0.0798, 0.1051, 0.0607, 0.1176, 0.0997, 0.1261, 0.1234, 0.1118, 0.1573, 0.1650, 0.0932, 0.1096, 0.1093, 0.0889, 0.0513, -0.0624, -0.0001, 0.0689, -0.0360, 0.0098, -0.0794, -0.1097, 0.0499, -0.0050, -0.0488, -0.0191, 0.0206, 0.0554, 0.1344, 0.0891, 0.0888, 0.1214, 0.1225, 0.1455, 0.1564, 0.1404, 0.1358, 0.1658, 0.1505, 0.0543, 0.1166, 0.1056, -0.2983, 0.5056, -0.2994, -0.3227, -0.1538, 0.5134, -0.3096, -0.2972, -0.1440, -0.3175, 0.5185, -0.2811, -0.2922, -0.1795, 0.4832, -0.2758, -0.2962, -0.1777, -0.2990, 0.5300, -0.3086, -0.2736, -0.2063, 0.4894, -0.2740, -0.2529, -0.2058, -0.3009, 0.5082, -0.2796, -0.2721, -0.2062, 0.5217, -0.2867, -0.2718, -0.2083, -0.2932, 0.5140, -0.2931, -0.3176, -0.1565, 0.4660, -0.2872, -0.3000, -0.1148, -0.2853, 0.5331, -0.3061, -0.2920, -0.1759, 0.4416, -0.2531, -0.2810, -0.1564, -0.2962, 0.4713, -0.2750, -0.3217, -0.1834, 0.4895, -0.2644, -0.2773, -0.1697], "charge": 4, "multiplicity": 1, "gap_ev": 7.51, "energy_ha": -13711.42255, "homo_ha": -0.5423, "e_lumo_ev": -7.253}